35
Properties=species:S:1:pos:R:3 method="wB97M-V/def2-TZVPD" lumo_energy_ev=0.607 smiles=Cc1c[nH]c2ccccc12.Cc1ccc(O)cc1 energy_ha=-749.75474 multiplicity=1 homo_lumo_gap_ev=8.249 relative_energy_kcal_mol=91.3
O -3.757 -1.544 -2.132
N 0.403 0.380 0.451
C -2.814 -1.817 -1.169
C 1.702 4.122 -0.958
C -2.372 -2.185 1.148
C 0.453 3.626 -1.303
C 1.574 -0.235 1.000
C 0.680 1.671 -0.147
C 2.470 3.322 -0.009
C 2.504 0.836 1.082
C -0.577 -2.680 -0.478
C -1.486 -2.098 -1.405
C -0.205 2.557 -0.765
C -1.136 -2.689 0.853
C 3.932 0.833 1.282
C -3.210 -1.669 0.142
C -0.310 -3.396 1.850
C 1.996 2.059 0.317
H 2.222 4.913 -1.598
H 4.659 0.997 0.358
H -0.462 -0.101 0.453
H -4.147 -1.251 0.428
H 1.498 -1.158 1.367
H -0.930 -2.237 -2.432
H 4.390 1.609 1.972
H 3.395 3.718 0.363
H -1.233 2.170 -0.860
H -2.638 -2.070 2.304
H -0.325 4.315 -1.904
H -0.674 -4.356 2.049
H -0.249 -2.969 2.846
H 0.551 -2.921 -0.633
H 4.398 -0.063 1.632
H 0.814 -3.352 1.798
H -3.249 -1.096 -2.881

39
Properties=species:S:1:pos:R:3 method="wB97M-V/def2-TZVPD" lumo_energy_ev=0.485 energy_ha=-1373.70210 multiplicity=1 homo_lumo_gap_ev=9.179 relative_energy_kcal_mol=86.1
S 1.771 2.648 2.114
O 1.570 3.207 3.452
O 2.549 -2.920 -2.096
O 1.648 -1.004 0.819
O -3.665 3.360 -0.359
N 0.878 -3.351 -0.678
C 3.544 -0.717 -0.433
C -1.414 2.367 -0.489
C -2.022 3.905 1.242
C 3.516 0.262 0.669
C 0.165 2.882 1.284
C -0.600 -5.367 -0.821
C 1.993 -2.635 -1.062
C 2.350 0.051 1.362
C -2.389 3.183 0.098
C 1.761 0.847 2.471
C -0.773 3.768 1.855
C 2.394 -1.446 -0.265
C -1.277 -4.229 -1.601
C 0.247 -4.315 -1.528
C -0.126 2.249 0.064
C -3.923 2.851 -1.669
H -0.601 -6.400 -1.212
H -1.602 1.779 -1.377
H 0.775 0.473 2.624
H -2.724 4.643 1.669
H 4.251 1.067 0.885
H -4.890 3.203 -2.033
H 4.305 -0.892 -1.151
H -0.578 4.352 2.746
H -1.752 -4.525 -2.502
H 0.805 -4.658 -2.394
H -0.631 -5.334 0.292
H 0.607 1.710 -0.481
H -3.915 1.743 -1.645
H -1.758 -3.472 -0.988
H 0.371 -3.081 0.152
H -3.165 3.167 -2.399
H 2.304 0.631 3.384

41
Properties=species:S:1:pos:R:3 method="wB97M-V/def2-TZVPD" lumo_energy_ev="-3.042 / -5.383" charge=+1 energy_ha=-1543.69025 multiplicity=6 homo_lumo_gap_ev="8.994 / 7.764" relative_energy_kcal_mol=0.0
Ru 0.970 0.089 0.647
S 2.559 -0.463 2.620
O -4.265 3.218 2.032
O -0.413 -1.306 1.411
O 1.384 2.116 0.596
O -2.544 -1.812 1.895
O 0.627 4.229 0.493
N -0.895 1.161 1.140
C 0.873 -2.116 -1.200
C 0.292 -0.941 -1.708
C -3.141 1.103 1.844
C -1.959 0.473 1.532
C 2.403 0.241 -1.555
C 2.224 -2.071 -0.850
C -0.904 2.489 1.065
C -2.034 3.212 1.358
C 0.448 3.057 0.672
C -3.177 2.500 1.748
C 2.055 -2.076 3.257
C 1.047 0.219 -1.906
C 1.702 0.640 3.768
C -1.684 -1.015 1.627
C 2.983 -0.909 -1.022
C 0.050 -3.351 -1.012
H 0.992 -2.236 3.101
H -0.624 -3.220 -0.162
H -0.755 -0.948 -1.984
H -3.994 0.515 2.161
H -5.004 2.653 2.291
H -2.032 4.291 1.297
H 2.139 0.514 4.756
H 2.310 -2.103 4.314
H 2.640 -2.829 2.733
H -0.554 -3.546 -1.897
H 2.991 1.135 -1.709
H 1.861 1.659 3.421
H 0.638 0.409 3.797
H 0.679 -4.218 -0.821
H 0.591 1.095 -2.348
H 4.027 -0.901 -0.738
H 2.692 -2.958 -0.441

36
Properties=species:S:1:pos:R:3 method="wB97M-V/def2-TZVPD" lumo_energy_ev=0.647 smiles="CSc1cccc(NC(=O)CCc2ccccc2)c1" energy_ha=-1148.10567 multiplicity=1 homo_lumo_gap_ev=8.730 relative_energy_kcal_mol=2.8
S 4.616 0.140 -1.219
O -1.478 -1.609 1.599
N -0.027 -1.548 -0.160
C 1.098 -0.912 0.369
C -4.237 1.506 0.391
C -1.850 1.041 -0.921
C -2.047 2.232 -0.246
C -2.841 0.068 -0.943
C 2.177 -0.703 -0.482
C 5.923 1.005 -0.306
C 2.316 0.161 2.127
C 3.396 0.373 1.286
C -2.265 -2.325 -0.554
C -4.037 0.315 -0.282
C 3.323 -0.063 -0.028
C -1.232 -1.794 0.430
C -2.602 -1.259 -1.612
C -3.241 2.466 0.414
C 1.171 -0.474 1.689
H -3.394 3.394 0.945
H 0.337 -0.629 2.351
H -0.914 0.870 -1.434
H 5.560 1.969 0.038
H 2.137 -1.035 -1.510
H -3.159 -2.568 0.021
H -1.264 2.976 -0.232
H 6.731 1.147 -1.017
H 4.273 0.871 1.664
H -4.816 -0.434 -0.294
H 0.055 -1.783 -1.140
H 6.264 0.392 0.523
H -3.494 -1.574 -2.157
H 2.374 0.502 3.150
H -5.172 1.683 0.903
H -1.785 -1.166 -2.332
H -1.898 -3.235 -1.033

36
Properties=species:S:1:pos:R:3 method="wB97M-V/def2-TZVPD" lumo_energy_ev=-10.022 charge=+2 energy_ha=-1286.36844 multiplicity=1 homo_lumo_gap_ev=4.495
Sn 1.945 0.629 -3.378
S -0.340 0.614 -1.850
N -1.774 2.279 0.137
C 0.696 -1.950 0.732
C 1.535 2.329 2.112
C -2.589 -1.163 -1.501
C -4.400 -0.575 0.109
C 0.510 1.265 -0.342
C -3.751 0.700 0.455
C -0.392 2.054 0.520
C 2.936 0.133 -0.864
C 1.935 0.994 -0.012
C 2.476 -1.351 -1.162
C -1.949 0.088 -1.140
C 2.142 -2.211 0.118
C 0.154 2.601 1.764
C -3.847 -1.517 -0.862
C 2.428 1.556 1.247
C -2.482 1.050 -0.160
H 3.348 -1.857 -1.679
H -2.243 2.732 0.930
H 0.785 -1.375 1.686
H 2.128 -3.285 -0.225
H 3.489 1.336 1.512
H 3.905 0.080 -0.304
H -2.056 -1.814 -2.239
H 2.944 -2.163 0.901
H 1.964 2.708 3.072
H 3.086 0.673 -1.867
H -5.357 -0.832 0.620
H 0.006 -1.441 0.015
H 1.602 -1.444 -1.870
H -4.251 1.379 1.192
H -4.340 -2.489 -1.108
H 0.211 -2.939 0.968
H -0.456 3.205 2.475

55
Properties=species:S:1:pos:R:3 method="wB97M-V/def2-TZVPD" lumo_energy_ev="-13.361 / -13.341" charge=+3 energy_ha=-4261.94341 multiplicity=2 homo_lumo_gap_ev="5.039 / 4.921" relative_energy_kcal_mol=74.8
Ir 0.069 0.318 -0.247
Te 0.376 2.799 -1.430
Cl 2.154 1.631 2.460
Cl 5.064 0.754 2.730
Cl 2.165 -0.025 -2.591
Cl 6.699 0.013 0.227
Cl 5.214 -0.291 -2.455
F -0.674 1.071 -3.068
F -0.903 -2.097 2.761
F -2.366 -0.095 -4.076
F 0.841 -1.346 4.151
O -0.843 -1.216 -2.724
O -0.186 0.152 2.698
O -2.513 0.303 -1.798
O 1.226 -1.588 1.895
N 0.730 -1.631 0.695
N -0.847 0.317 1.616
N -1.975 0.390 -0.601
N -0.261 -1.401 -1.563
C -0.056 -3.742 -2.191
C 5.039 0.233 0.136
C -1.446 3.641 -2.082
C -2.790 0.562 0.364
C 2.938 0.246 -1.108
C -2.117 0.562 1.653
C 2.873 0.869 1.167
C 2.139 0.570 0.004
C 1.204 -4.016 0.581
C 0.125 -2.584 -1.278
C 0.454 4.069 0.268
C 0.719 -2.716 0.041
C -4.267 0.658 0.222
C 4.302 0.601 1.273
C 4.370 0.096 -1.068
C -2.833 0.756 2.937
B -1.633 0.027 -2.972
B 0.203 -1.320 2.981
H 0.908 -4.213 -2.403
H -4.744 -0.240 0.630
H -0.506 4.065 0.773
H -3.595 1.527 2.840
H 1.246 3.763 0.943
H -1.663 3.262 -3.074
H -4.655 1.502 0.797
H 1.793 -3.865 1.478
H 1.785 -4.557 -0.165
H -2.246 3.398 -1.389
H 0.345 -4.643 0.845
H -0.522 -3.442 -3.120
H -2.141 1.006 3.734
H -0.678 -4.500 -1.705
H -3.340 -0.174 3.222
H 0.662 5.073 -0.097
H -4.558 0.753 -0.817
H -1.283 4.717 -2.101

56
Properties=species:S:1:pos:R:3 method="wB97M-V/def2-TZVPD" lumo_energy_ev=-0.876 energy_ha=-39988.96723 multiplicity=1 homo_lumo_gap_ev=8.592 relative_energy_kcal_mol=0.0
Br 2.896 3.376 -3.652
Br 4.902 -3.383 0.258
Br 2.428 -4.744 -1.187
Br 4.851 -3.643 -2.927
Br -7.480 7.206 4.999
Br 0.150 -6.223 -3.489
Br 4.516 0.643 -3.738
Br 3.551 3.506 5.097
Br -8.870 4.684 3.645
Br 6.036 3.390 -3.165
Br -5.787 5.261 3.132
Br -3.029 -6.051 -3.387
Br 5.721 3.273 2.781
Br -1.376 -6.758 -0.760
Br 3.433 5.480 2.605
S -4.733 2.678 1.457
O 1.709 1.272 1.478
O -0.480 -2.231 -0.332
O -2.139 -3.526 -1.118
N -3.189 3.015 1.718
N -4.621 1.403 0.499
C -1.345 0.031 -0.442
C -2.494 2.096 1.033
C -3.314 1.167 0.338
C 3.901 3.716 3.216
C -1.392 -5.784 -2.421
C -7.515 6.037 3.473
C -1.085 1.975 0.988
C -2.698 0.131 -0.407
C -0.746 -1.117 -1.206
C -1.499 -3.113 -0.183
C -0.496 0.972 0.267
C 4.325 -4.426 -1.252
C 2.631 -0.837 -0.522
C 4.575 2.534 -4.074
C 2.017 0.540 -0.895
C -1.727 -3.571 1.230
B 1.081 0.923 0.295
H -2.775 -3.433 1.477
H -1.421 -1.414 -2.008
H 3.541 -0.660 0.047
H 2.903 -1.424 -1.396
H -7.769 6.639 2.613
H -0.490 2.694 1.536
H -1.468 -4.629 1.269
H 4.738 2.662 -5.133
H -1.337 -4.734 -2.172
H 1.978 -1.413 0.135
H 2.833 1.264 -0.963
H -1.070 -3.039 1.911
H 1.538 0.526 -1.872
H 4.817 -5.385 -1.181
H -3.325 -0.571 -0.943
H 1.310 0.830 2.235
H 0.195 -0.866 -1.679
H 3.267 3.015 2.689

43
Properties=species:S:1:pos:R:3 method="wB97M-V/def2-TZVPD" lumo_energy_ev="0.549 / 0.381" energy_ha=-2224.75084 multiplicity=6 homo_lumo_gap_ev="6.674 / 8.578" relative_energy_kcal_mol=0.0
Mn -0.489 -0.067 0.475
F 3.692 0.620 5.034
N 0.503 -0.905 -2.172
N -0.103 1.544 -1.913
N -2.154 -0.282 -0.853
N 0.590 -1.163 -0.799
N -1.929 -0.152 -2.238
N -0.096 1.550 -0.507
C 2.757 0.481 4.045
C 0.845 0.255 2.041
C 3.168 0.458 2.724
C 2.029 -2.510 -1.886
C -3.086 -0.371 -2.900
C 0.241 2.788 -0.101
C -3.457 -0.615 -0.716
C 1.510 -2.137 -0.645
C 0.234 2.778 -2.344
C 0.452 0.302 3.372
C 1.416 0.409 4.387
C 1.368 -1.710 -2.827
C 2.179 0.341 1.714
C -4.079 -0.664 -1.971
C 0.452 3.591 -1.222
C -1.490 -1.538 1.725
B -0.467 0.220 -2.666
H 1.109 0.428 5.403
H -0.587 0.251 3.675
H 1.758 -2.528 0.335
H 2.781 -3.232 -2.090
H 1.489 -1.671 -3.901
H 4.201 0.540 2.449
H 0.324 3.006 0.950
H 0.723 4.619 -1.231
H 2.507 0.325 0.675
H -3.158 -0.279 -3.982
H 0.284 3.003 -3.391
H -5.103 -0.873 -2.163
H -1.737 -0.445 1.734
H -0.403 0.337 -3.832
H -0.662 -2.211 1.346
H -2.376 -1.938 1.210
H -3.856 -0.835 0.260
H -1.382 -1.719 2.796

46
Properties=species:S:1:pos:R:3 method="wB97M-V/def2-TZVPD" lumo_energy_ev=2.168 charge=-1 energy_ha=-2202.80412 multiplicity=1 homo_lumo_gap_ev=6.153
I 1.924 4.250 -3.686
S 0.994 3.945 -0.892
P 4.954 2.185 0.994
O 0.892 -2.888 0.342
O -3.008 -0.842 -2.829
O 3.204 -2.776 -0.222
O 5.144 1.389 2.439
N 6.110 1.286 0.083
N -3.248 -1.127 -0.553
N 0.277 2.552 -1.028
N 2.338 3.572 -0.144
C -4.693 0.844 -0.350
C -5.752 -0.200 1.984
C 3.521 -3.873 0.627
C -4.774 -0.895 1.301
C 0.972 0.219 -0.566
C -5.660 1.542 0.354
C -6.201 1.026 1.519
C -1.505 0.399 -1.403
C -2.641 -0.538 -1.712
C -0.271 -0.463 -1.105
C 2.361 2.214 -0.072
C 2.013 -0.568 -0.063
C 1.162 1.612 -0.573
C 3.406 1.407 0.422
C -4.245 -0.385 0.118
C 3.201 0.051 0.408
B 2.009 -2.120 0.005
H -0.003 -1.014 -2.012
H 0.617 -3.461 -0.379
H 3.998 -0.590 0.770
H 6.092 1.695 -0.849
H -1.342 1.047 -2.259
H -4.417 -1.842 1.685
H -3.535 -2.077 -0.748
H 5.809 0.323 -0.046
H -6.156 -0.603 2.903
H 4.598 -4.024 0.574
H 5.179 2.075 3.112
H -0.562 -1.199 -0.354
H -6.006 2.492 -0.032
H -4.296 1.270 -1.261
H -1.762 0.982 -0.520
H 3.236 -3.675 1.660
H -6.961 1.572 2.060
H 3.029 -4.792 0.300

39
Properties=species:S:1:pos:R:3 method="wB97M-V/def2-TZVPD" lumo_energy_ev=0.449 smiles=CN(C)Cc1cccc(Oc2ccc3c(c2)B(O)OC3)c1 energy_ha=-925.81240 multiplicity=1 homo_lumo_gap_ev=8.625 relative_energy_kcal_mol=41.6
O -2.328 2.830 1.609
O -1.202 -2.524 0.442
O -1.410 2.375 4.026
N 0.980 1.283 -1.824
C -1.379 -0.297 1.306
C -1.095 0.655 2.233
C -0.895 -1.618 1.442
C 1.726 0.165 -2.548
C -0.261 -1.959 2.681
C -0.105 1.857 -2.523
C -0.512 0.245 3.437
C -0.696 -3.318 -1.754
C -0.612 -2.254 -0.796
C -0.496 1.396 4.377
C 2.006 2.342 -1.476
C 0.839 -1.025 -2.259
C 0.967 -2.226 -3.034
C 0.103 -3.283 -2.878
C -0.144 -1.042 3.756
C 0.047 -1.062 -1.118
B -1.650 2.139 2.645
H -0.084 -2.969 2.701
H 0.598 1.758 4.339
H 1.723 -2.222 -3.767
H 0.246 -4.238 -3.416
H -1.977 -0.039 0.450
H 2.403 2.851 -2.386
H 2.836 0.113 -2.247
H -0.764 0.971 -2.931
H 0.119 -0.182 -0.464
H -0.687 1.099 5.445
H 2.744 1.874 -0.872
H -0.678 2.443 -1.778
H 0.112 -1.374 4.714
H 0.325 2.372 -3.439
H 1.833 0.360 -3.635
H -2.715 3.510 2.153
H -1.391 -4.095 -1.730
H 1.475 3.090 -0.881

71
Properties=species:S:1:pos:R:3 method="wB97M-V/def2-TZVPD" lumo_energy_ev=-0.632 smiles="C#CC[C@]1(P(=O)(O)O)OS(=O)(=O)O[C@@H]1C[C@H](O)C(F)(F)F.ClC(Cl)Cl.ClC(Cl)Cl.ClC(Cl)Cl.ClC(Cl)Cl.ClC(Cl)Cl.ClC(Cl)Cl.ClC(Cl)Cl.ClC(Cl)Cl" energy_ha=-13305.74349 multiplicity=1 homo_lumo_gap_ev=8.456
Cl -0.002 -0.469 3.428
Cl -7.686 7.034 0.481
Cl -2.862 -0.429 2.877
Cl -2.165 3.996 -2.462
Cl -5.777 -0.709 -5.209
Cl 3.694 1.125 3.778
Cl -7.605 -1.837 -3.241
Cl 7.684 4.354 -0.543
Cl 3.852 -1.418 5.388
Cl 5.750 2.388 -1.482
Cl -5.367 6.109 1.982
Cl -1.250 2.059 -4.435
Cl -5.412 1.956 2.173
Cl -4.042 2.884 -4.391
Cl 6.645 -2.244 5.344
Cl 3.479 2.314 1.127
Cl -1.093 1.457 1.536
Cl -6.878 4.239 0.337
Cl -7.683 1.063 0.583
Cl 5.730 -0.307 7.317
Cl 8.514 1.601 -1.009
Cl 6.102 1.839 2.302
Cl -5.306 -0.607 0.793
Cl -6.144 0.609 -2.637
S 1.496 -1.403 -3.256
P 3.413 -3.627 -0.600
F -2.538 -2.040 -2.635
F -2.457 -0.087 -1.112
F -4.178 -1.746 -0.928
O 3.331 -4.737 -1.944
O 2.742 -4.312 0.696
O -2.068 -3.922 -0.310
O 5.090 -3.247 -0.309
O 2.892 -1.593 -2.293
O 0.894 0.019 -3.111
O 0.414 -2.483 -2.494
O 1.804 -1.570 -4.763
C 5.292 -1.739 6.370
C 2.759 -1.029 0.135
C -2.713 -1.553 -1.242
C -6.315 5.911 0.498
C -2.603 2.564 -3.409
C -6.091 -0.948 -3.481
C -1.394 0.552 3.029
C -6.350 0.553 1.632
C 7.443 2.909 -1.540
C 4.414 2.268 2.632
C 2.176 0.504 -0.136
C 2.313 -2.112 -1.011
C -0.315 -2.003 0.062
C 1.457 1.734 -0.174
C -1.880 -2.458 -0.117
C 0.723 -2.633 -1.039
H -0.269 -0.835 -0.007
H -6.773 0.062 2.512
H -2.417 -2.212 0.920
H 0.659 -3.815 -0.918
H -5.671 6.141 -0.355
H -1.697 -4.223 -1.190
H 5.171 -2.706 0.541
H 2.499 -1.432 1.221
H 4.394 3.265 3.080
H -5.274 -1.540 -3.061
H 5.062 -2.553 7.063
H 4.159 -4.581 -2.491
H 3.944 -0.931 0.069
H -1.540 1.268 3.842
H 7.691 3.159 -2.575
H -2.833 1.750 -2.716
H 0.921 2.790 -0.251
H 0.047 -2.386 1.127

Please write out number 5 again, unchanged.
36
Properties=species:S:1:pos:R:3 method="wB97M-V/def2-TZVPD" lumo_energy_ev=-10.022 charge=+2 energy_ha=-1286.36844 multiplicity=1 homo_lumo_gap_ev=4.495
Sn 1.945 0.629 -3.378
S -0.340 0.614 -1.850
N -1.774 2.279 0.137
C 0.696 -1.950 0.732
C 1.535 2.329 2.112
C -2.589 -1.163 -1.501
C -4.400 -0.575 0.109
C 0.510 1.265 -0.342
C -3.751 0.700 0.455
C -0.392 2.054 0.520
C 2.936 0.133 -0.864
C 1.935 0.994 -0.012
C 2.476 -1.351 -1.162
C -1.949 0.088 -1.140
C 2.142 -2.211 0.118
C 0.154 2.601 1.764
C -3.847 -1.517 -0.862
C 2.428 1.556 1.247
C -2.482 1.050 -0.160
H 3.348 -1.857 -1.679
H -2.243 2.732 0.930
H 0.785 -1.375 1.686
H 2.128 -3.285 -0.225
H 3.489 1.336 1.512
H 3.905 0.080 -0.304
H -2.056 -1.814 -2.239
H 2.944 -2.163 0.901
H 1.964 2.708 3.072
H 3.086 0.673 -1.867
H -5.357 -0.832 0.620
H 0.006 -1.441 0.015
H 1.602 -1.444 -1.870
H -4.251 1.379 1.192
H -4.340 -2.489 -1.108
H 0.211 -2.939 0.968
H -0.456 3.205 2.475

Repeat the eighth record exactly.
43
Properties=species:S:1:pos:R:3 method="wB97M-V/def2-TZVPD" lumo_energy_ev="0.549 / 0.381" energy_ha=-2224.75084 multiplicity=6 homo_lumo_gap_ev="6.674 / 8.578" relative_energy_kcal_mol=0.0
Mn -0.489 -0.067 0.475
F 3.692 0.620 5.034
N 0.503 -0.905 -2.172
N -0.103 1.544 -1.913
N -2.154 -0.282 -0.853
N 0.590 -1.163 -0.799
N -1.929 -0.152 -2.238
N -0.096 1.550 -0.507
C 2.757 0.481 4.045
C 0.845 0.255 2.041
C 3.168 0.458 2.724
C 2.029 -2.510 -1.886
C -3.086 -0.371 -2.900
C 0.241 2.788 -0.101
C -3.457 -0.615 -0.716
C 1.510 -2.137 -0.645
C 0.234 2.778 -2.344
C 0.452 0.302 3.372
C 1.416 0.409 4.387
C 1.368 -1.710 -2.827
C 2.179 0.341 1.714
C -4.079 -0.664 -1.971
C 0.452 3.591 -1.222
C -1.490 -1.538 1.725
B -0.467 0.220 -2.666
H 1.109 0.428 5.403
H -0.587 0.251 3.675
H 1.758 -2.528 0.335
H 2.781 -3.232 -2.090
H 1.489 -1.671 -3.901
H 4.201 0.540 2.449
H 0.324 3.006 0.950
H 0.723 4.619 -1.231
H 2.507 0.325 0.675
H -3.158 -0.279 -3.982
H 0.284 3.003 -3.391
H -5.103 -0.873 -2.163
H -1.737 -0.445 1.734
H -0.403 0.337 -3.832
H -0.662 -2.211 1.346
H -2.376 -1.938 1.210
H -3.856 -0.835 0.260
H -1.382 -1.719 2.796